[1]
C38H114BF4KO19 as an isolated structure in a non-equilibrium geometry, computed with ωB97M-V/def2-TZVPD.

Geometry (Å):
1 C 0.5894 -1.5834 -4.6503
2 C -1.3930 -3.9297 4.1323
3 C 3.9864 3.6279 -4.1989
4 H -1.7467 4.5484 -2.0374
5 C 1.6105 -0.0154 3.9532
6 H 4.0142 2.6348 -4.6473
7 H -3.5181 2.5255 6.2054
8 H 3.9590 -0.7356 -4.7707
9 H 1.9068 4.1291 -4.7927
10 H 0.3650 -3.3594 0.3836
11 H 4.4273 4.3050 -4.9304
12 H 5.6887 -0.2770 0.4176
13 C 2.5223 4.0055 -3.9017
14 H -4.7000 -0.0161 -0.9836
15 H 6.9010 -0.1245 3.2039
16 H 3.1180 -6.5741 3.5513
17 O 0.5191 4.4432 4.6719
18 H 1.3212 -3.2328 -3.3501
19 O -3.4753 -4.4569 0.8572
20 H 7.0734 0.6252 0.8583
21 H -4.5729 -3.5196 -3.4319
22 H 1.3760 -5.7301 -1.3672
23 H 3.1565 -5.1942 0.2240
24 H -1.1445 1.8160 6.8135
25 H -3.8992 3.6374 3.5253
26 H -1.9160 -4.3334 3.2654
27 C 1.2134 5.8304 2.8896
28 O 2.5290 5.1298 -3.1101
29 C 4.0839 -0.7553 -3.6881
30 H -3.8802 0.1742 -3.4183
31 O -0.4758 4.2432 -7.0362
32 H 2.7409 -3.9391 3.0064
33 H -1.6949 -0.3159 -4.5844
34 H 1.1580 -5.9057 0.2922
35 C -4.9704 -5.5176 2.3301
36 H 0.6828 2.3248 -5.4087
37 O 5.1991 -1.3441 2.7638
38 H -3.8066 -2.5269 -6.7940
39 C -3.3261 1.6154 -1.4848
40 C -1.5997 1.5081 5.8722
41 C -2.2293 0.5575 2.0770
42 C -4.7848 -4.3747 1.3209
43 H -1.2780 3.9611 -7.4817
44 O 2.6855 -4.5577 -0.3189
45 C -2.8464 -0.6685 -6.1221
46 H -3.4312 0.8569 6.7427
47 H 1.9643 3.2430 -3.3582
48 H 5.3887 0.6267 2.6923
49 H -4.7400 -6.5166 1.9597
50 H 5.1035 -2.6427 -3.5215
51 H 3.1629 -1.0939 -3.2135
52 H -0.2022 -3.5906 -4.2598
53 H -2.2655 -3.2841 -2.4529
54 H 1.0753 0.0807 4.8979
55 H 0.4092 -0.9043 -2.8944
56 H 7.2937 -1.0378 0.9705
57 H -5.9753 -5.5284 2.7523
58 C 3.3967 -4.4293 3.7260
59 H 2.2403 5.4654 2.9079
60 H -5.4879 -4.4719 0.4937
61 H -1.4394 4.6892 0.2398
62 H -1.2467 2.1421 4.0949
63 H -3.0992 3.4552 1.9716
64 H -4.3711 -5.3243 3.2198
65 F 1.3412 -0.4931 -1.3817
66 O -0.0658 5.7558 -2.6328
67 C -3.1403 1.5375 5.9426
68 H -1.1644 6.3224 -0.1787
69 H -2.9975 -1.7530 -2.8037
70 H 4.2213 0.2984 -3.4453
71 H -0.9807 1.8602 -5.8612
72 H 0.6287 -3.1936 4.6509
73 H 2.7425 1.1697 2.6460
74 H 0.1755 -3.4995 -1.3476
75 O 3.5124 0.9750 -0.1745
76 H 4.7457 -6.1284 3.7888
77 H -2.2372 -1.6764 -0.7665
78 H 0.9555 6.2176 1.9039
79 H -1.9845 -3.1318 4.5814
80 O 5.4457 -1.4485 -1.8588
81 H 3.9023 2.9433 1.7671
82 H 3.5389 2.6929 -1.2889
83 C 0.2283 -4.0775 -0.4250
84 H 2.7712 -4.5078 4.6152
85 H 4.5920 3.5413 -3.2968
86 H -3.6658 1.1793 5.0574
87 H -0.7600 -4.5269 -0.3280
88 C -4.0106 3.8076 2.4545
89 H 6.1591 -1.2812 -3.7620
90 O -1.3430 2.5387 4.9639
91 H 1.8597 2.1669 3.7089
92 O -4.7364 0.3944 -3.0442
93 F 1.0819 -0.9039 0.7949
94 O 4.0515 -5.9188 1.8404
95 C -2.2617 -0.9415 2.3647
96 C 3.4783 3.2338 0.8059
97 H -6.4106 3.6553 3.5069
98 H -2.3177 -1.2372 3.4124
99 H 5.0534 2.3758 -0.4621
100 H -3.6552 -0.0292 -6.4758
101 C 3.8447 -5.8152 3.2614
102 C -0.7681 5.3203 -0.3426
103 H 0.9206 -0.3052 3.1607
104 H -0.1712 3.8312 -1.8463
105 H -0.5921 2.4668 -4.1880
106 H 4.4561 -1.0263 3.2820
107 H -3.1422 -1.3380 1.8591
108 O -6.3666 4.0210 2.6204
109 H -3.2905 -3.6128 0.4389
110 H 2.6847 -1.2990 4.9159
111 H -2.4156 1.0164 -1.4692
112 H 2.5846 0.9536 -0.4200
113 C -3.3828 -2.1224 -5.8748
114 B 0.5120 -0.3023 -0.3041
115 H -5.3735 2.2536 1.9368
116 H -1.7320 4.2376 -5.4729
117 C 5.2658 -1.6055 -3.2282
118 O -0.1592 -0.9424 -3.6671
119 H 1.5442 -1.0656 -4.7411
120 H 4.3413 -6.8218 1.6916
121 C -4.6136 0.7909 -1.7112
122 H 1.1721 6.6094 3.6509
123 H -4.2483 -2.0965 -5.2128
124 F 0.3974 1.0354 0.0206
125 C 0.2972 4.6982 3.3303
126 O -2.5336 -0.0155 -4.9421
127 H -5.2211 -2.5978 -2.0561
128 H -0.7126 6.3157 -3.0683
129 H 0.3357 3.7777 2.7477
130 C -4.4318 -3.2768 -2.3787
131 H -3.1696 2.3335 -2.2898
132 H -0.2514 3.9621 4.9827
133 C -3.0947 -2.6352 -2.1709
134 O -1.0208 1.1960 2.5163
135 H -2.9949 0.9995 2.7147
136 H 3.2951 1.3443 4.3510
137 H -2.6696 -2.8596 -5.5060
138 F -0.6981 -0.8985 -0.6664
139 O -1.2669 -4.9890 5.0782
140 C -0.3758 2.5338 -5.2543
141 K 3.5442 -1.8958 0.3617
142 H -5.4172 1.4930 -1.4889
143 C 0.7643 -3.0868 -4.2757
144 H -0.3135 1.0773 1.8782
145 H 0.2658 5.2279 -0.0099
146 H 2.3888 3.2136 0.8336
147 H 6.2177 -1.9749 -1.6385
148 H -1.1093 0.6051 5.5086
149 C 2.4350 1.2414 3.6893
150 H -2.0513 -0.6378 -6.8671
151 H 3.7337 4.2834 0.6604
152 C 3.9696 2.3324 -0.3547
153 H 0.2053 -1.5158 -5.6681
154 H 1.6124 5.3044 -2.8840
155 O -3.0123 -2.2394 -0.8286
156 H -5.0292 -3.4206 1.7879
157 H -3.2822 2.1077 -0.5133
158 C -0.6846 4.0087 -5.6693
159 C 0.0000 -3.4023 3.7853
160 C 6.5242 -0.2799 1.1176
161 H 4.2564 -3.7861 3.9136
162 H -0.1252 4.6991 -5.0380
163 H -0.0153 -2.4857 3.1957
164 H -4.6829 -4.2180 -1.8896
165 H 0.5865 -4.0956 3.1824
166 C -0.7180 4.7695 -1.7531
167 H -3.8680 4.8755 2.2893
168 H 1.3319 -3.5644 -5.0743
169 H -5.4629 3.5336 0.7868
170 H -1.1472 -5.8284 4.6280
171 C -5.3575 3.3403 1.8544
172 O 2.5140 -1.0913 3.9943
173 H -1.3986 -1.4477 1.9323
174 H -0.7432 5.0234 3.3328
175 C 1.3764 -5.1391 -0.4513
176 C 6.0417 -0.2330 2.5421
177 H -2.4039 0.8277 1.0356

Summary:
M (u): 1001.21
Orbital gap (eV): 9.00
Energy relative to the best compared isomer or geometry (same formula, charge and spin) (kcal/mol): 0.00

[2]
A 19-piece molecular cluster, C38H114O19 overall in a non-equilibrium geometry, computed with ωB97M-V/def2-TZVPD.

Geometry (Å):
1 H 11.5508 1.3318 24.2755
2 H 15.2305 11.8694 20.1156
3 H 8.9175 5.6750 20.8157
4 C 10.6721 11.4257 25.3882
5 H 12.7805 2.4927 23.7747
6 H 13.0585 6.9365 27.6823
7 H 14.4633 8.4197 17.4184
8 H 9.0687 13.6013 18.6312
9 C 14.0619 5.3088 22.5227
10 H 10.9400 8.3228 26.2508
11 H 6.1005 7.8288 19.4481
12 H 13.4228 11.9285 18.6146
13 O 6.9586 8.6319 23.2835
14 H 7.1767 10.4278 19.6352
15 C 11.5460 15.4151 19.6602
16 C 4.7227 7.8624 22.8437
17 H 10.6092 9.1326 18.5269
18 H 15.6337 6.7228 18.6278
19 C 11.4602 8.7130 19.0297
20 H 11.2708 7.6172 19.2963
21 O 7.3501 6.4501 18.4098
22 H 8.4487 3.0703 22.3366
23 O 13.9965 10.2810 17.5098
24 H 16.7034 11.7431 14.3503
25 H 12.5453 9.1147 20.7179
26 H 12.9759 13.0245 15.3898
27 H 12.6144 15.5009 19.4823
28 C 6.7264 9.9654 16.3811
29 H 14.6771 5.3648 23.4618
30 C 14.2402 10.5473 22.7594
31 H 11.5423 6.9682 21.3076
32 H 13.4218 10.0713 23.2283
33 C 15.2706 11.1331 19.3255
34 C 5.2807 5.8315 19.3765
35 H 8.9319 7.1483 27.6255
36 C 10.7014 6.1065 16.2666
37 C 12.8969 6.2812 22.6158
38 H 6.4490 6.6331 23.6272
39 C 13.7479 6.8418 26.8465
40 H 7.7312 6.8477 25.5523
41 C 9.1620 4.9897 21.6222
42 C 9.5629 6.9866 26.7885
43 H 9.6434 13.3130 21.0769
44 C 12.0631 2.2102 24.5645
45 H 10.3702 3.1036 25.5682
46 H 14.6698 8.0042 25.4490
47 O 9.9859 8.2803 26.3114
48 O 9.8741 9.5468 23.9684
49 H 4.8044 5.8405 18.3541
50 H 9.2792 5.6485 22.5973
51 H 10.9286 8.5497 13.8512
52 C 8.0641 3.9380 21.7582
53 H 13.1786 7.3098 22.8331
54 C 7.5288 10.5148 20.6702
55 H 5.8236 9.9007 16.9577
56 O 10.3551 4.2678 21.3086
57 H 14.2866 4.9247 19.4165
58 O 13.9137 13.2997 15.3506
59 H 7.8493 8.2499 23.3374
60 H 10.4401 10.9898 14.6078
61 H 10.5182 3.6475 23.9318
62 H 11.1602 16.3219 20.0763
63 C 8.6855 6.2630 25.7546
64 H 9.9565 9.9675 15.9745
65 C 5.9954 7.6483 23.6872
66 H 14.1995 7.3952 19.3477
67 H 9.2679 6.2653 24.8200
68 H 14.5352 12.5235 13.5231
69 H 7.5534 10.2610 17.0424
70 O 8.9328 10.9203 20.7069
71 H 8.8432 8.2132 15.0910
72 C 14.5519 6.7651 18.5154
73 H 11.1891 11.3272 16.9167
74 C 11.0976 3.3436 24.7892
75 O 12.1685 6.2975 21.3538
76 O 12.8548 8.8468 25.8938
77 H 13.2406 10.4716 16.9073
78 C 9.7976 10.9496 24.2289
79 H 11.3153 4.1232 16.9045
80 H 3.9607 7.1392 23.0744
81 H 11.5950 6.6425 16.5888
82 H 15.8626 9.4572 23.7064
83 C 14.6892 12.3512 14.5654
84 H 9.7466 9.0462 24.7847
85 H 14.5506 8.8066 27.0844
86 H 11.0606 4.9244 21.0697
87 H 7.1765 4.3321 22.3152
88 H 5.6845 7.8470 24.7463
89 H 7.0371 6.6770 20.4630
90 H 9.5115 12.7755 15.7690
91 H 8.7945 11.2531 24.4700
92 H 10.6346 9.2051 22.1886
93 C 11.5733 9.3867 20.3988
94 C 16.2171 12.5279 14.8698
95 H 10.3821 12.4826 25.6581
96 O 9.5943 6.9665 16.6265
97 H 8.7805 14.2820 16.3151
98 H 13.0145 9.6182 25.3245
99 C 14.0794 8.2082 26.2825
100 H 10.4838 13.9070 16.7394
101 C 6.7354 11.5403 21.4728
102 C 13.8956 5.4320 18.5153
103 H 13.8844 10.8705 21.7657
104 O 9.8978 14.2221 20.8872
105 H 8.4681 5.2975 26.1962
106 H 9.5537 11.2880 18.9110
107 H 14.7972 12.1590 17.4722
108 H 14.4800 11.4499 23.4029
109 C 8.9799 12.8500 17.8687
110 H 10.5277 5.2185 18.1443
111 H 12.1906 5.9702 23.4196
112 H 7.5436 9.5194 21.1675
113 O 11.6763 4.5660 25.2045
114 C 11.5372 9.0897 14.5894
115 H 16.4319 13.5260 14.5050
116 H 12.3145 9.5587 13.9326
117 H 12.8284 5.4039 18.6802
118 H 10.3539 10.8505 26.2565
119 H 14.1228 4.7892 17.6576
120 H 16.5151 10.6205 21.2476
121 H 11.9656 8.3294 15.2008
122 H 14.3012 11.3643 14.8752
123 H 7.1972 7.8734 16.4488
124 O 14.2692 7.4593 17.2996
125 H 12.6110 1.8756 25.4551
126 H 5.7148 11.1791 21.5660
127 H 13.6188 4.3145 22.2923
128 H 5.0133 7.9255 21.8237
129 H 11.9518 4.5371 26.1105
130 H 6.4808 10.6362 15.5650
131 H 9.4927 10.1644 21.0128
132 H 14.7328 5.4881 21.7032
133 O 10.5938 8.8251 21.2913
134 H 10.3400 6.3663 27.1410
135 O 16.6315 10.5092 22.1704
136 C 14.3033 11.4430 18.1903
137 H 16.3142 12.5612 15.9716
138 H 11.1337 15.3689 18.6362
139 H 11.4889 10.4416 20.3233
140 H 7.7006 3.5535 20.7879
141 H 4.2423 8.8032 23.2236
142 H 7.1432 11.7617 22.4712
143 H 16.2984 11.1675 18.9139
144 C 9.4739 13.4837 16.5773
145 H 15.3710 8.7635 22.1810
146 H 11.7833 14.1395 21.4130
147 H 7.9493 12.5385 17.6845
148 H 6.8140 12.4808 20.9046
149 H 4.5456 6.1336 20.1059
150 H 9.5555 4.4338 16.9016
151 H 10.6952 6.0050 15.1776
152 H 6.1473 8.2553 15.1078
153 C 11.2373 14.1968 20.4437
154 C 15.5077 9.7397 22.7249
155 C 6.9887 8.6335 15.7153
156 O 8.0589 8.5934 14.7280
157 H 11.4161 13.2545 19.8487
158 H 15.0465 10.1137 19.7375
159 H 8.2043 6.8955 18.4477
160 C 6.4883 6.7987 19.5278
161 H 13.3845 6.0974 26.1475
162 H 14.7403 6.5423 27.2102
163 O 9.7958 11.7177 18.0656
164 H 5.5742 4.7905 19.4787
165 H 11.7511 11.3660 25.2317
166 H 12.4379 8.7153 18.5139
167 C 10.5560 4.8391 17.1062
168 O 11.7851 10.8876 16.2613
169 H 10.0754 11.4498 23.3089
170 C 10.8384 10.2365 15.3913
171 H 8.8277 6.3612 16.6874

Summary:
M (u): 875.31
Orbital gap (eV): 10.00
Energy relative to the best compared isomer or geometry (same formula, charge and spin) (kcal/mol): 6.99